A molecular structure, C2H13NO3, computed with the ωB97M-V functional and the def2-TZVPD basis.

```
! RIJCOSX wB97M-V def2-TZVPD def2/J DEFGRID3
* xyz -1 2
H 0.59373 -0.94509 0.15841
O 1.72689 -0.76885 0.64651
N -0.53133 -0.66511 -0.32700
H 2.02502 -1.56431 0.99178
H -0.48857 -0.10618 -1.16841
C -1.34983 -0.06971 0.76506
H -2.39543 0.08546 0.39316
H -0.98298 1.05847 0.86514
H -1.01255 -1.54539 -0.60190
C -1.06905 -0.78519 2.04419
H -1.70518 -0.35676 2.89150
H -1.60548 -1.73130 1.90740
H -0.06149 -0.76251 2.46863
O -0.67415 1.95802 -2.49594
H 0.07006 2.12401 -3.14548
H -0.89228 2.67358 -1.95694
O 3.18376 0.45970 -1.35584
H 2.79960 0.10099 -0.42201
H 2.36927 0.84016 -1.65826
*
```

Results
- relative energy (zero: lowest compared OMol25 entry of this formula, charge and spin) (eV) = 1.123
- frontier orbital gap (spin up / spin down) (eV) = 2.81 / 9.84
- HOMO level (spin up / spin down) (eV) = 0.7 / -6.4

4 unconnected molecules or ions with the total composition C2H14N2O3, computed with the ωB97M-V functional and the def2-TZVPD basis.

```
! RIJCOSX wB97M-V def2-TZVPD def2/J DEFGRID3
* xyz 0 1
N 1.58451 -1.87334 -1.85471
C 1.01944 -0.61931 -1.32380
C 1.97657 0.13753 -0.24320
N 1.31881 1.44751 0.10896
H 1.84721 -2.52701 -1.25931
H 2.38869 -1.66065 -2.51750
H 0.13375 -0.80511 -0.79040
H 0.91717 0.09416 -2.13501
H 2.02729 -0.37610 0.71191
H 2.95684 0.21536 -0.60184
H 1.96792 2.12745 0.48604
H 0.98617 1.86778 -0.72322
O -0.71366 1.23500 2.90413
H -0.98546 2.08671 3.28609
H -0.23445 1.46765 2.09221
O -3.82554 -1.51727 -0.35558
H -3.27788 -0.86577 0.09567
H -3.75700 -1.31169 -1.25112
O -2.38742 0.30094 0.78487
H -1.40593 0.29070 0.83663
H -2.53703 0.28547 1.74918
*
```

Results
- relative energy (zero: lowest compared OMol25 entry of this formula, charge and spin) (eV) = 1.367
- frontier orbital gap (eV) = 10.00
- SMILES string = NCCN.O.O.O
- HOMO level (eV) = -9.4

4 unconnected molecules or ions with the total composition C2H14NO3, computed with the ωB97M-V functional and the def2-TZVPD basis.

```
! RIJCOSX wB97M-V def2-TZVPD def2/J DEFGRID3
* xyz 1 1
C 2.62412 0.41499 1.06514
C 1.21048 0.65127 0.59122
N 0.36492 -0.57963 0.90179
H 3.26179 1.28327 0.99886
H 2.54781 0.13606 2.11486
H 3.07964 -0.44422 0.61561
H 0.73330 1.38612 1.22241
H 1.04546 0.86835 -0.45526
H -0.29715 -0.52527 1.67536
H 0.91808 -1.39582 1.03083
H -0.23072 -0.84812 0.09991
H -1.70933 -0.87067 -4.85460
H -1.51012 0.70528 -4.84453
O -1.53647 -0.09599 -4.31756
H -1.49891 -1.04488 -2.29883
H -1.23317 0.26882 -1.74131
O -1.24137 -0.65249 -1.45645
H -1.89565 -0.40043 3.50497
H -2.78850 0.67806 3.07077
O -1.84420 0.46531 3.07682
*
```

Results
- relative energy (zero: lowest compared OMol25 entry of this formula, charge and spin) (eV) = 0.604
- frontier orbital gap (eV) = 12.06
- HOMO level (eV) = -14.9

5 unconnected molecules or ions with the total composition C2H14NO4S, computed with the ωB97M-V functional and the def2-TZVPD basis.

```
! RIJCOSX wB97M-V def2-TZVPD def2/J DEFGRID3
* xyz -1 1
C 0.59885 0.24950 -1.71481
C 0.55688 1.64065 -0.97008
S 0.44679 1.60963 0.81266
N -0.37206 -0.75264 -1.37564
H 1.60843 -0.11523 -1.60369
H 0.36912 0.42668 -2.75164
H -0.30912 2.25734 -1.34553
H 1.47360 2.02864 -1.27222
H -1.23151 -0.57005 -2.01577
H -0.58666 -0.63354 -0.42396
H 2.71028 1.08135 1.32944
H 3.20287 0.64657 2.69826
O 3.45815 0.76039 1.78781
H -3.78960 -1.92452 0.67299
H -3.55859 -0.80538 1.67228
O -4.33296 -1.46293 1.36618
H -2.07333 0.86437 3.39958
H -1.58146 1.14701 1.97286
O -2.38266 0.86805 2.48354
H 1.25260 -2.44542 -2.00195
H 2.34551 -2.23945 -0.93491
O 2.19486 -2.63103 -1.78541
*
```

Results
- relative energy (zero: lowest compared OMol25 entry of this formula, charge and spin) (eV) = 0.702
- frontier orbital gap (eV) = 7.07
- HOMO level (eV) = -3.7

6 unconnected molecules or ions with the total composition C2H14O4S2, computed with the ωB97M-V functional and the def2-TZVPD basis.

```
! RIJCOSX wB97M-V def2-TZVPD def2/J DEFGRID3
* xyz -1 2
C -0.11255 -0.97320 -0.09384
C -0.70665 0.23792 -0.78457
S -2.25507 0.83589 -0.22363
S 2.99710 0.35752 -0.17006
H -0.74692 -1.86115 -0.15354
H 0.87997 -1.18870 -0.47894
H 0.00398 -0.73288 0.96623
H 0.02664 1.04928 -0.72002
H -0.81566 0.06288 -1.86684
H 4.21328 0.63314 -0.64834
H 2.13779 0.61895 1.90854
H 1.95407 0.53883 3.46658
O 1.50531 0.75834 2.64882
H 1.90952 0.30497 -2.03233
H 2.32438 0.06117 -3.48629
O 1.54044 0.09384 -2.93489
H -1.85849 1.16291 2.06068
H -0.50135 1.32409 2.74144
O -1.42811 1.11418 2.92776
H -4.44496 -1.40375 -1.19006
H -3.03607 -1.15503 -0.74806
O -3.58666 -1.83922 -1.18865
*
```

Results
- relative energy (zero: lowest compared OMol25 entry of this formula, charge and spin) (eV) = 0.000
- frontier orbital gap (spin up / spin down) (eV) = 6.96 / 4.55
- HOMO level (spin up / spin down) (eV) = -4.0 / -4.0

5 unconnected molecules or ions with the total composition C2H14O5, computed with the ωB97M-V functional and the def2-TZVPD basis.

```
! RIJCOSX wB97M-V def2-TZVPD def2/J DEFGRID3
* xyz 0 1
C -2.58856 1.23319 0.89464
O -1.72676 0.06569 1.01247
H -2.11602 2.21096 0.98830
H -2.75051 1.34777 -0.17715
H -3.60789 1.14848 1.27131
H -1.03167 0.09302 0.35088
C 1.17773 -0.51139 -0.05403
O 0.04330 -0.92576 -0.80980
H 1.96852 -0.01330 -0.61498
H 0.88404 0.25828 0.65973
H 1.58491 -1.28350 0.59877
H 0.29761 -1.70241 -1.31353
O 2.07006 0.49735 3.03556
H 1.55770 0.54094 3.84292
H 2.21433 1.41205 2.79320
O 0.82823 -2.83906 -2.44433
H 0.93302 -3.77361 -2.26584
H 0.36231 -2.80506 -3.27979
O -0.36107 1.74858 -1.69809
H 0.12477 2.36522 -1.15041
H 0.13596 0.93262 -1.63973
*
```

Results
- relative energy (zero: lowest compared OMol25 entry of this formula, charge and spin) (eV) = 1.994
- frontier orbital gap (eV) = 9.58
- SMILES string = CO.CO.O.O.O
- HOMO level (eV) = -9.3

6 unconnected molecules or ions with the total composition C2H14O5, computed with the ωB97M-V functional and the def2-TZVPD basis.

```
! RIJCOSX wB97M-V def2-TZVPD def2/J DEFGRID3
* xyz 0 1
C 0.16527 -2.85513 -1.14628
C -0.37881 -1.84042 -0.55702
H -0.00849 -2.93820 -2.12511
H 0.96997 -3.42494 -0.63085
H -1.27233 -1.27269 -0.81067
H -0.12978 -1.80912 0.49053
O -1.09721 0.66530 -2.43970
H -1.10099 0.41955 -1.45560
H -1.19637 1.67498 -2.60102
O 0.88928 -1.36720 3.18343
H 0.10547 -1.08254 3.76906
H 0.44406 -1.21099 2.23432
O 2.94509 0.70716 -0.55634
H 2.59444 -0.08370 -0.66173
H 2.24243 1.34144 -0.63751
O -1.31625 0.80159 1.19770
H -1.83282 0.17974 0.65530
H -1.35272 1.57115 0.55260
O -0.49306 3.42223 0.29839
H 0.35018 3.72580 -0.02693
H -0.52735 3.37599 1.26743
*
```

Results
- relative energy (zero: lowest compared OMol25 entry of this formula, charge and spin) (eV) = 3.069
- frontier orbital gap (eV) = 11.00
- SMILES string = C=C.O.O.O.O.O
- HOMO level (eV) = -10.9

4 unconnected molecules or ions with the total composition C2H15N2O3, computed with the ωB97M-V functional and the def2-TZVPD basis.

```
! RIJCOSX wB97M-V def2-TZVPD def2/J DEFGRID3
* xyz 1 1
N 1.13714 -0.85026 -0.35507
C -0.19293 -0.18679 -0.56030
C -1.08990 -1.11409 -1.40112
N -2.41610 -0.48088 -1.35585
H 1.13627 -1.34916 0.55737
H 1.31301 -1.54951 -1.07997
H 1.92811 -0.20333 -0.22891
H -0.65797 -0.00754 0.39853
H -0.09933 0.77192 -1.06741
H -0.68583 -1.05425 -2.41615
H -1.16379 -2.05140 -0.86326
H -2.37201 0.44112 -1.78309
H -3.08615 -1.05047 -1.85589
H 3.75803 0.73656 1.34215
H 2.87121 1.96192 1.09038
O 2.83724 1.01792 1.28309
H 1.30794 -0.39600 2.81967
H 0.69622 -1.68429 3.22561
O 0.72714 -1.08604 2.46605
H -2.50616 2.18009 0.23105
H -1.73763 3.45784 -0.23499
O -1.70452 2.49664 -0.21188
*
```

Results
- relative energy (zero: lowest compared OMol25 entry of this formula, charge and spin) (eV) = 0.297
- frontier orbital gap (eV) = 9.92
- HOMO level (eV) = -12.9

5 unconnected molecules or ions with the total composition C2H15NO4, computed with the ωB97M-V functional and the def2-TZVPD basis.

```
! RIJCOSX wB97M-V def2-TZVPD def2/J DEFGRID3
* xyz 0 1
C -0.92239 0.86512 2.85282
C 0.36698 0.01716 2.87382
N 1.03728 0.20124 1.52410
H -1.63974 0.36370 2.19787
H -1.42226 0.91139 3.81848
H -0.64327 1.83829 2.45377
H 1.06092 0.41181 3.60446
H 0.02205 -1.01603 2.90592
H 1.53816 -0.66714 1.45377
H 0.29840 0.19791 0.83508
O 2.65636 2.63041 -1.56682
H 2.84737 1.74880 -1.26557
H 2.00235 3.06112 -1.04388
O -3.93114 -0.73330 -4.06084
H -3.97004 -1.47971 -4.68548
H -3.32224 -1.02030 -3.37439
O 0.62048 -2.97076 -0.10763
H 1.13579 -2.35097 -0.59435
H -0.13080 -2.43198 0.18224
O 0.84173 0.02735 -2.31867
H -0.01681 0.24358 -2.73022
H 1.57081 0.15231 -2.95446
*
```

Results
- relative energy (zero: lowest compared OMol25 entry of this formula, charge and spin) (eV) = 1.399
- frontier orbital gap (eV) = 9.85
- SMILES string = CCN.O.O.O.O
- HOMO level (eV) = -9.7

5 unconnected molecules or ions with the total composition C2H15NO4, computed with the ωB97M-V functional and the def2-TZVPD basis.

```
! RIJCOSX wB97M-V def2-TZVPD def2/J DEFGRID3
* xyz 0 1
C -1.07525 -0.82691 -2.05410
N -1.26025 -1.09551 -0.57922
C -0.11016 -2.00209 -0.08824
H -0.05639 -0.58474 -2.35407
H -1.47880 -1.68615 -2.70833
H -1.79550 -0.01890 -2.26297
H -2.16757 -1.50796 -0.39011
H 0.00547 -2.85386 -0.92340
H -0.37472 -2.51980 0.77391
H 0.66891 -1.25498 -0.14603
O -1.10657 1.31055 0.58998
H -0.49339 1.69423 -0.06789
H -1.40450 0.52219 -0.03598
O 1.48589 3.61243 0.37252
H 1.66761 3.00547 1.05375
H 2.01498 4.41127 0.41742
O 2.86356 0.09212 -0.56308
H 2.90572 -0.79587 -0.21052
H 2.71490 0.59293 0.34161
O -1.10563 -0.31759 3.06870
H -0.57510 0.33656 3.55204
H -1.32322 -0.11338 2.21403
*
```

Results
- relative energy (zero: lowest compared OMol25 entry of this formula, charge and spin) (eV) = 2.386
- frontier orbital gap (eV) = 9.80
- SMILES string = CNC.O.O.O.O
- HOMO level (eV) = -9.4